This record from the Open Molecules 2025 dataset describes a cluster of 2 separate species, CH4O2P in total in a non-equilibrium geometry. The level of theory is the ωB97M-V functional and the def2-TZVPD basis.

```
! RIJCOSX wB97M-V def2-TZVPD def2/J DEFGRID3
* xyz -1 1
C -0.543 -0.365 0.571
O 2.180 1.035 -1.865
O -0.297 2.292 0.572
P 0.618 1.135 0.696
H -1.292 -0.259 1.362
H -0.002 -1.297 0.705
H -1.048 -0.364 -0.395
H 2.406 1.960 -1.748
*
```

The calculation puts the energy relative to the best compared isomer or geometry (same formula, charge and spin) at 2.817 eV. Its electronic energy is -532.32619 hartree. The value obtained for the HOMO energy (alpha / beta) is -3.06 / -3.07 eV.

Results of the Mulliken charge analysis, in e, for atoms 1 through 6: number 1, C, carries -0.91; number 2, O, carries -1.00; number 3, O, carries -0.48; number 4, P, carries 0.39; number 5, H, carries 0.28; number 6, H, carries 0.30



This record from the Open Molecules 2025 dataset describes a structure of composition CH4O2PS in a non-equilibrium geometry. The level of theory is the ωB97M-V functional and the def2-TZVPD basis.

```
! RIJCOSX wB97M-V def2-TZVPD def2/J DEFGRID3
* xyz -1 1
C -0.203 0.186 -0.767
O -0.183 0.603 2.003
O 1.818 -1.259 0.921
P -0.266 -0.532 1.096
S -1.328 1.635 -0.991
H -0.507 -0.717 -1.464
H 0.912 0.333 -0.904
H 1.820 -1.610 0.037
H -2.062 1.362 0.070
*
```

The calculation puts the energy relative to the best compared isomer or geometry (same formula, charge and spin) at 3.580 eV. Its electronic energy is -930.55561 hartree. The value obtained for the HOMO energy is -3.59 eV.

Results of the Mulliken charge analysis, in e, for atoms 1 through 6: number 1, C, carries -0.62; number 2, O, carries -0.45; number 3, O, carries -0.80; number 4, P, carries 0.23; number 5, S, carries -0.24; number 6, H, carries 0.29



This record from the Open Molecules 2025 dataset describes a structure of composition CH4O2Pt in a non-equilibrium geometry. The level of theory is the ωB97M-V functional and the def2-TZVPD basis.

```
! RIJCOSX wB97M-V def2-TZVPD def2/J DEFGRID3
* xyz 1 4
H -1.672 -0.440 -1.245
O -0.904 0.121 -0.304
Pt -1.924 -1.142 0.554
O 0.431 0.060 -0.152
C 0.883 0.721 1.030
H 1.939 0.973 0.884
H 0.244 1.578 1.278
H 0.816 -0.006 1.848
*
```

Its electronic energy is -309.61420 hartree. The value obtained for the HOMO energy (alpha / beta) is -13.60 / -16.01 eV.

Results of the Mulliken charge analysis, in e, for atoms 1 through 6: number 1, H, carries 0.31; number 2, O, carries -0.32; number 3, Pt, carries 0.76; number 4, O, carries -0.09; number 5, C, carries -0.53; number 6, H, carries 0.26



This record from the Open Molecules 2025 dataset describes a structure of composition CH4O2S2 in a non-equilibrium geometry. The level of theory is the ωB97M-V functional and the def2-TZVPD basis.

```
! RIJCOSX wB97M-V def2-TZVPD def2/J DEFGRID3
* xyz 0 1
C 0.496 0.202 -0.472
O -1.967 -1.615 -0.195
O -1.216 0.734 -0.087
S -3.975 0.521 -0.111
S -2.298 -0.302 0.279
H 0.531 0.400 -1.528
H 0.447 -0.836 -0.190
H 1.049 0.865 0.168
H -2.108 -0.362 1.675
*
```

The calculation puts the energy relative to the best compared isomer or geometry (same formula, charge and spin) at 2.666 eV. Its electronic energy is -987.25143 hartree. The value obtained for the HOMO energy is -9.28 eV.

Results of the Mulliken charge analysis, in e, for atoms 1 through 6: number 1, C, carries -0.33; number 2, O, carries -0.55; number 3, O, carries -0.42; number 4, S, carries -0.29; number 5, S, carries 0.69; number 6, H, carries 0.23



This record from the Open Molecules 2025 dataset describes an isolated molecule of CH4O2SSi in a non-equilibrium geometry. The level of theory is the ωB97M-V functional and the def2-TZVPD basis.

```
! RIJCOSX wB97M-V def2-TZVPD def2/J DEFGRID3
* xyz 0 1
C -1.549 -0.513 -0.402
O 2.404 1.207 -1.237
O 0.724 0.805 0.637
Si -0.003 -0.728 0.615
S 1.561 1.787 -0.204
H -2.543 -0.224 0.074
H -0.230 -0.821 2.027
H -1.267 0.024 -1.384
H 0.904 -1.538 -0.126
*
```

The calculation puts the energy relative to the best compared isomer or geometry (same formula, charge and spin) at 1.161 eV. Its electronic energy is -878.57307 hartree. The value obtained for the HOMO energy (alpha / beta) is -9.87 / -7.89 eV.

Results of the Mulliken charge analysis, in e, for atoms 1 through 6: number 1, C, carries -0.62; number 2, O, carries -0.43; number 3, O, carries -0.17; number 4, Si, carries 0.44; number 5, S, carries 0.40; number 6, H, carries 0.30



This record from the Open Molecules 2025 dataset describes a cluster of 2 separate species, CH4O3 in total in a non-equilibrium geometry. The level of theory is the ωB97M-V functional and the def2-TZVPD basis.

```
! RIJCOSX wB97M-V def2-TZVPD def2/J DEFGRID3
* xyz 1 2
O 0.941 0.789 0.144
C 1.181 -0.361 -0.113
O 0.251 -1.353 -0.181
H 2.238 -0.753 -0.328
H -0.532 -1.069 0.485
H -1.078 1.281 0.186
H -2.550 1.394 0.242
O -1.838 0.728 0.048
*
```

The calculation puts the energy relative to the best compared isomer or geometry (same formula, charge and spin) at 0.731 eV. Its electronic energy is -265.80346 hartree. The value obtained for the HOMO energy (alpha / beta) is -17.09 / -16.67 eV.

Results of the Mulliken charge analysis, in e, for atoms 1 through 6: number 1, O, carries -0.05; number 2, C, carries 0.43; number 3, O, carries -0.27; number 4, H, carries 0.37; number 5, H, carries 0.42; number 6, H, carries 0.32



This record from the Open Molecules 2025 dataset describes a cluster of 2 separate species, CH4O3S in total in a non-equilibrium geometry. The level of theory is the ωB97M-V functional and the def2-TZVPD basis.

```
! RIJCOSX wB97M-V def2-TZVPD def2/J DEFGRID3
* xyz 0 1
O 0.579 -1.243 0.111
C 1.057 -0.140 0.169
O 0.505 1.051 0.086
O 2.412 0.095 0.210
H -0.455 0.979 0.373
H 2.731 0.948 -0.120
S -2.479 -0.097 0.234
H -2.714 -0.302 -1.106
H -1.636 -1.291 0.043
*
```

Its SMILES is O=C(O)O.S. The calculation puts the energy relative to the best compared isomer or geometry (same formula, charge and spin) at 0.246 eV. Its electronic energy is -664.41309 hartree. The value obtained for the HOMO energy is -10.19 eV.

Results of the Mulliken charge analysis, in e, for atoms 1 through 6: number 1, O, carries -0.49; number 2, C, carries 0.79; number 3, O, carries -0.38; number 4, O, carries -0.49; number 5, H, carries 0.25; number 6, H, carries 0.34



This record from the Open Molecules 2025 dataset describes an isolated molecule of CH4O3S in a non-equilibrium geometry. The level of theory is the ωB97M-V functional and the def2-TZVPD basis.

```
! RIJCOSX wB97M-V def2-TZVPD def2/J DEFGRID3
* xyz 0 1
O 1.517 -1.113 -0.453
C 0.944 0.118 -0.084
O -0.016 0.002 0.956
S -1.955 -0.668 0.401
O -2.207 0.615 -0.536
H 1.942 -1.589 0.384
H 0.534 0.396 -1.023
H 1.619 0.913 0.350
H -2.376 1.325 0.004
*
```

Its SMILES is OCOSO. The calculation puts the energy relative to the best compared isomer or geometry (same formula, charge and spin) at 3.423 eV. Its electronic energy is -664.29634 hartree. The value obtained for the HOMO energy is -9.67 eV.

Results of the Mulliken charge analysis, in e, for atoms 1 through 6: number 1, O, carries -0.51; number 2, C, carries -0.01; number 3, O, carries -0.50; number 4, S, carries 0.27; number 5, O, carries -0.38; number 6, H, carries 0.32